# 1
C21H35BClNO8 | the ωB97M-V functional and the def2-TZVPD basis

Results
LUMO energy, eV: 0.487
SMILES: [H]/N=C/CBCCCCl.O=C1CCCO1.O=C1CCCO1.O=C1CCCO1.O=C1CCCO1
Spin multiplicity: 1
Gap between HOMO and LUMO, eV: 10.4331
HOMO, eV: -9.9

CARTESIAN COORDINATES (ANGSTROEM)
C: 5.8215 3.6235 5.3119
C: 4.8687 5.4638 4.1484
N: -1.9621 -2.1041 -3.6609
C: -1.6883 -5.7404 -6.9801
C: -3.8843 4.2668 2.0003
O: -3.3019 3.8803 3.1616
H: -1.3815 -3.0646 -5.3671
C: 0.0813 0.9176 2.5274
H: 6.0804 5.6340 5.9635
H: -3.3229 -7.0314 -9.3325
H: 1.1731 -1.9502 -0.8386
H: -3.4169 -5.3829 -5.7899
H: -2.6577 5.5056 4.2579
H: 2.3268 1.6142 4.8434
H: -3.2737 -8.0913 -7.1856
H: 0.1581 0.4586 1.5456
C: -1.8497 5.4788 2.2258
H: -1.4113 6.4628 2.3774
C: 5.2786 5.0196 5.5512
H: -3.9682 -5.5180 -8.6732
H: -1.3153 -1.9731 -0.0794
C: 1.0881 0.3643 3.5276
H: -4.7203 -7.1082 -6.9680
H: 0.7300 -0.5244 4.0418
C: -3.6511 -7.0683 -7.1650
H: 0.7668 -4.0420 0.1503
H: 5.4278 4.4326 2.2987
O: -0.6630 -5.2698 -6.5816
H: -1.4373 4.2490 3.9789
O: -4.8247 3.6983 1.5298
H: -3.7724 6.3671 1.6734
C: -0.2389 -3.7937 -3.6213
C: -3.3102 -6.3661 -8.4732
C: 5.8375 4.6786 3.2751
H: 0.5931 1.6164 5.2506
H: 4.9202 6.5386 3.9856
C: -2.8551 -6.2454 -6.1531
H: 0.3226 -4.3048 -4.3913
H: -0.8235 -4.5209 0.6594
C: -3.1677 5.4865 1.4517
H: -0.9485 0.8288 2.8787
O: 6.0845 3.4558 3.9925
O: 0.3998 2.3213 2.4120
H: 6.7900 5.1957 3.1383
C: -1.2567 -2.9443 -4.2950
C: -2.2568 4.8011 3.5257
H: -1.1175 4.8605 1.7055
H: 4.4466 4.9886 6.2483
C: 1.0685 2.7379 3.5060
H: -1.4911 -3.3617 -1.1590
H: 2.0146 0.1048 3.0142
C: -0.7894 -2.7676 -0.5890
Cl: 0.0537 -2.8011 2.0237
C: 0.3037 -2.1251 -1.4619
H: 1.9160 -3.0018 -2.9800
H: -0.7412 -4.5660 -3.0433
H: -3.0341 5.3967 0.3778
O: 1.3705 3.8841 3.6861
H: -0.0693 -1.1741 -1.8409
O: -1.9718 -5.8671 -8.2964
C: -0.1829 -3.6658 0.5000
H: -2.5942 -1.6341 -4.3074
B: 0.7502 -2.9701 -2.7078
C: 1.3199 1.5701 4.4381
H: -2.4993 -6.8295 -5.3096
H: 3.8460 5.1410 3.9467
O: 6.0123 2.7643 6.1208

Force components x, y, z for each atom (eV/Å):
C -0.015 0.051 0.203
C -0.109 0.025 0.098
N -0.158 0.162 0.031
C -0.025 0.129 0.182
C -0.114 0.087 -0.154
O 0.041 -0.010 0.032
H 0.179 -0.184 -0.254
C -0.036 -0.222 -0.002
H 0.002 -0.014 0.071
H 0.110 0.049 -0.042
H 0.200 0.441 0.190
H 0.035 0.018 0.062
H -0.027 0.008 -0.018
H -0.044 0.131 0.136
H -0.006 -0.004 -0.016
H 0.001 0.115 -0.054
C -0.071 0.042 -0.146
H -0.037 0.005 0.053
C -0.178 0.035 -0.377
H 0.001 0.010 0.020
H -0.544 0.068 0.031
C 0.032 0.052 0.087
H -0.004 0.057 -0.029
H -0.056 0.028 0.000
C 0.014 0.027 0.117
H 0.434 -0.093 0.218
H 0.036 -0.119 0.010
O 0.032 -0.032 -0.132
H -0.085 -0.100 0.028
O 0.027 -0.075 0.078
H -0.049 0.005 -0.054
C 0.731 0.018 -0.239
C -0.105 -0.056 -0.006
C -0.031 0.103 -0.047
H 0.030 0.057 0.048
H 0.080 -0.009 -0.011
C -0.109 -0.322 -0.267
H 0.057 -0.279 -0.168
H -0.168 -0.116 0.466
C 0.394 -0.098 0.161
H 0.001 0.028 0.017
O -0.002 0.004 -0.034
O -0.003 0.053 -0.034
H 0.011 -0.005 0.025
C -0.492 0.349 0.132
C 0.165 0.059 0.022
H 0.027 -0.009 0.046
H 0.106 -0.025 0.147
C 0.004 -0.020 0.377
H -0.224 0.087 -0.261
H -0.009 -0.019 -0.010
C 0.635 0.223 0.496
Cl 0.189 0.066 0.323
C -0.185 -0.950 -0.145
H -0.004 0.043 -0.091
H -0.204 -0.124 0.254
H -0.184 0.041 -0.040
O 0.002 0.167 -0.190
H 0.077 0.221 -0.161
O -0.004 -0.035 -0.011
C -0.429 -0.070 -1.106
H -0.040 0.045 0.096
B -0.034 0.146 0.224
C 0.078 -0.342 -0.383
H 0.047 0.150 0.102
H 0.001 0.000 -0.013
O 0.006 -0.073 -0.090



# 2
C21H35F12N2O16P | the ωB97M-V functional and the def2-TZVPD basis

Results
LUMO energy, eV: 0.301
SMILES: CCOC(=O)C(F)(F)F.CCOC(=O)C(F)(F)F.CCOC(=O)C(F)(F)F.CCOC(=O)C(F)(F)F.COP(=O)(OC)OC.C[N+](=O)[O-].C[N+](=O)[O-]
Spin multiplicity: 1
Gap between HOMO and LUMO, eV: 10.6634
HOMO, eV: -10.4

CARTESIAN COORDINATES (ANGSTROEM)
O: 0.5156 1.2350 -5.7874
O: 0.1337 -0.9281 -4.4107
H: 0.6160 -2.5458 -5.5002
O: 8.7846 0.3898 -2.8953
C: 1.7674 -0.9849 -0.9967
H: -4.8739 -4.8419 0.6217
F: 6.4351 0.9443 -0.4811
C: -5.9328 -1.9142 4.2092
C: -4.6749 -2.3224 3.4326
O: 2.7462 -3.0276 2.9516
O: -6.0965 2.3528 1.1036
F: 7.5717 -0.8761 -0.2993
H: -7.8766 4.0477 0.8443
C: -1.1074 -2.0791 -0.2188
F: -6.8744 -2.8427 4.1592
H: 1.7534 -0.9839 3.5264
H: 10.0234 2.7305 -2.3352
H: -2.5403 0.5457 -3.5679
C: -6.6371 2.9592 2.2892
C: -2.0328 1.4124 -4.0001
F: -5.6282 -1.7070 5.4849
H: 10.8915 1.3340 -1.6027
H: -4.3703 -6.0340 1.8100
O: 0.3783 1.8318 2.3927
O: 1.7253 0.6987 -3.5114
H: -2.1637 1.3493 -5.0786
C: 10.6106 3.1007 -0.3211
C: 1.1513 -1.8035 -4.9129
F: -4.1922 -0.0220 -0.1273
F: -5.2020 1.5932 -1.1413
F: 3.6138 -1.3000 0.4721
C: 3.0071 -0.4032 -0.2874
C: -4.0514 -5.1389 1.2777
H: -2.2953 2.7728 3.0977
H: 10.0505 4.0233 -0.4641
H: -2.4870 2.3094 -3.5912
H: 3.6224 1.1460 -4.0593
H: -5.8604 3.5295 2.7959
O: -1.3652 0.6950 1.8684
O: -0.6781 1.3537 -3.5466
O: 1.8764 -1.9748 -1.6527
C: -4.3514 1.3105 -0.1471
N: 1.6679 -2.7692 2.4577
C: -3.6255 -3.9659 2.1275
C: -7.8409 3.8199 1.9070
N: -0.7610 1.4817 2.5604
C: 7.1404 0.0533 -1.1587
H: 0.8206 -0.9009 1.9789
C: 2.7413 1.6881 -3.7181
C: 8.3667 0.6969 -1.8310
C: 1.0388 -1.4722 2.8780
H: -7.8978 4.6973 2.5442
H: -3.2915 -5.4647 0.5646
H: -1.2562 -1.7474 0.8092
P: 0.4426 0.6473 -4.4365
H: -2.8778 -4.2050 2.8851
H: -0.3782 -2.8849 -0.1429
H: -1.3064 -0.0900 -1.0394
H: -0.9335 2.7542 4.2711
O: 0.6318 -0.3976 -0.6932
O: -4.7865 -3.4700 2.8003
F: 3.8599 -0.0209 -1.2490
O: 1.1225 -3.4170 1.5887
H: 0.1331 -1.7634 3.4081
H: 1.8329 -1.3034 -5.6086
H: 2.9432 2.2064 -2.7815
O: -4.3626 1.5823 2.2560
C: -0.6291 -0.9328 -1.0953
H: -2.1136 1.4331 4.2126
H: 1.7732 -2.1983 -4.1129
O: 8.9369 1.5709 -1.0143
C: -4.9370 1.7370 1.2200
H: 11.6566 3.3971 -0.4057
C: -1.5661 2.1603 3.6198
H: 10.4786 2.6177 0.6439
F: -6.4005 -0.7703 3.7162
F: 6.3757 -0.5507 -2.0438
H: -6.9546 2.1771 2.9763
H: -0.5292 -1.2844 -2.1232
H: -8.7271 3.2100 2.0922
H: 2.4772 2.4542 -4.4472
O: -3.6869 -1.6645 3.4977
F: 2.6729 0.6475 0.4618
H: -1.9886 -2.5498 -0.6560
C: 10.1709 2.1345 -1.4332
F: -3.1904 1.8940 -0.3808
H: -3.2253 -3.1732 1.4930

Force components x, y, z for each atom (eV/Å):
O 0.372 -0.320 0.643
O -0.142 1.100 0.442
H 0.198 -0.326 0.290
O 0.042 -0.443 -1.042
C -0.863 -1.160 0.388
H -0.131 0.105 0.230
F -0.363 0.333 0.163
C 0.154 -0.209 -0.155
C 0.492 -0.547 0.143
O -0.221 -0.307 0.118
O -0.252 0.077 -0.741
F 0.165 -0.185 0.301
H 0.330 0.356 0.067
C 0.656 -0.182 0.254
F -0.475 -0.128 -0.090
H -0.036 0.113 0.020
H 0.001 -0.432 -0.229
H -0.145 0.075 -0.017
C -0.247 0.266 0.339
C -0.429 -0.726 0.447
F 0.180 0.039 0.375
H -0.069 0.031 -0.125
H 0.016 0.201 0.333
O 0.750 -0.003 0.102
O -0.318 0.444 -0.183
H 0.389 0.271 -0.083
C 0.027 -0.312 -0.683
C 0.275 0.052 -0.744
F 0.296 0.079 -0.083
F 0.312 0.088 -0.071
F -0.012 -0.240 0.195
C -0.676 0.679 -0.794
C -0.333 -0.287 -0.713
H 0.055 0.011 -0.037
H -0.259 -0.062 0.614
H 0.110 0.134 -0.115
H 0.096 0.215 0.078
H 0.153 0.010 -0.184
O 0.069 -0.527 -0.170
O 0.527 -0.538 -0.172
O 0.337 -0.451 -0.615
C -1.050 -0.600 0.230
N 0.779 0.701 -0.376
C 0.526 -0.102 -0.443
C -0.227 -1.019 0.142
N -0.966 0.561 0.169
C 0.441 -0.152 0.030
H -0.097 -0.013 0.062
C 0.443 0.215 -0.007
C 0.338 0.382 0.603
C -0.060 -0.629 0.055
H 0.013 0.166 -0.199
H 0.383 0.213 0.335
H -0.432 0.070 -0.080
P -0.451 -0.066 -0.709
H 0.016 -0.084 -0.079
H 0.205 0.147 -0.263
H -0.028 0.128 -0.062
H 0.226 -0.001 -0.274
O 0.647 1.118 1.111
O -1.091 -0.175 0.130
F 0.088 0.197 0.242
O -0.167 -0.130 0.293
H -0.093 0.269 -0.083
H -0.220 0.250 0.024
H -0.018 -0.281 0.110
O 0.463 -0.301 0.011
C -0.239 -0.937 -0.662
H 0.055 -0.269 -0.280
H -0.397 -0.198 0.184
O -0.770 -0.109 0.519
C -0.076 0.706 0.571
H 0.070 -0.289 -0.211
C -0.161 0.121 0.458
H -0.200 0.309 0.132
F -0.333 0.295 -0.236
F -0.248 -0.011 -0.429
H 0.181 -0.146 -0.007
H -0.099 0.169 -0.016
H -0.156 0.229 -0.004
H -0.263 -0.287 -0.167
O 0.646 0.729 0.046
F 0.358 0.123 0.121
H -0.263 0.356 0.118
C 0.946 0.938 0.334
F 0.224 0.096 -0.049
H 0.029 0.017 0.113



Among the records above, which one has the lowest HOMO? C21H35F12N2O16P